DFT (ωB97M-V with the def2-TZVPD basis set) results for 2 unconnected molecules or ions with the total composition CHClFNO2 at a distorted geometry.

Structure (XYZ):
```
7
Properties=species:S:1:pos:R:3:forces:R:3:mulliken_charge:R:1
C -0.368 0.530 0.245 0.4 -0.3 -2.2 0.02
O -3.296 -0.053 -1.071 -2.2 -0.1 -0.7 -0.42
Cl -0.951 0.289 1.753 -0.4 -0.5 1.4 -0.10
O -1.605 -0.476 -2.440 -0.4 -0.6 -2.2 -0.42
N -2.222 -0.211 -1.487 2.8 0.8 3.1 0.78
H 0.333 -0.125 -0.303 -0.4 0.3 0.8 0.33
F -0.287 1.811 -0.102 0.2 0.4 -0.2 -0.19
```
Positions in Å, forces in eV/Å.

Computed properties:
**Total energy**: -803.799416 Eh
**Molar mass**: 113.475 g/mol
**Relative energy (zero: lowest compared OMol25 entry of this formula, charge and spin)**: 224.0 kJ/mol
**Total charge**: 0
**Orbital gap (alpha / beta)**: 9.65 / 7.82 eV